Record 1
Molecular formula: C5H10N2O
Method: DFT, ωB97M-V with the def2-TZVPD basis set

Positions of all 18 atoms, in Å:
C1 1.123 -1.557 -0.793
C2 0.550 -0.340 -0.128
C3 0.552 0.997 -0.649
N1 0.379 1.258 -1.982
C4 -0.203 -0.235 1.020
N2 -0.158 -1.061 2.145
C5 -1.012 0.935 0.887
O1 -2.019 1.021 -0.118
H1 0.634 -1.767 -1.750
H2 0.978 -2.433 -0.158
H3 2.193 -1.455 -0.998
H4 1.028 1.794 -0.094
H5 0.390 2.224 -2.269
H6 -0.338 0.716 -2.443
H7 0.759 -1.322 2.478
H8 -0.789 -0.812 2.891
H9 -1.280 1.515 1.777
H10 -2.786 0.522 0.186

The molar mass is 114.1 g mol⁻¹. As for the largest force on an atom: 0.0075 hartree/bohr. For the relative energy (zero: lowest compared OMol25 entry of this formula, charge and spin), the calculation gives 3.034 eV. The HOMO-LUMO gap is 8.4 eV. For the HOMO energy, the calculation gives -7.39 eV. Its lowest unoccupied orbital energy is 0.98 eV. The SMILES is CC(=C\N)/C(N)=C\O.

***

Record 2
Molecular formula: C53H53BrClN2O4P2Si2Sn
Method: DFT, ωB97M-V with the def2-TZVPD basis set

Positions of all 119 atoms, in Å:
Sn1 -0.319 0.153 -0.475
C1 3.443 1.886 -0.964
Si1 1.531 2.080 -0.826
C2 0.980 3.317 -2.178
C3 1.833 4.223 -2.810
C4 1.338 5.334 -3.473
C5 -0.030 5.574 -3.510
C6 -0.902 4.646 -2.968
C7 -0.395 3.519 -2.326
P1 -1.517 2.178 -1.828
C8 -2.107 1.622 -3.453
C9 -3.274 0.862 -3.531
C10 -3.700 0.366 -4.752
C11 -2.958 0.608 -5.899
C12 -1.774 1.322 -5.817
C13 -1.344 1.824 -4.600
C14 -2.908 3.084 -1.091
C15 -4.043 3.485 -1.790
C16 -5.007 4.249 -1.151
C17 -4.854 4.603 0.182
C18 -3.729 4.195 0.884
C19 -2.756 3.447 0.244
C20 1.547 3.369 0.638
C21 2.136 4.617 0.410
C22 2.437 5.487 1.442
C23 2.228 5.093 2.756
C24 1.628 3.877 3.011
C25 1.223 3.043 1.965
P2 0.287 1.500 2.267
C26 -1.199 1.952 3.254
C27 -2.403 1.387 2.835
C28 -3.590 1.658 3.500
C29 -3.587 2.487 4.610
C30 -2.393 3.046 5.043
C31 -1.208 2.781 4.374
C32 1.345 0.743 3.544
C33 2.730 0.788 3.379
C34 3.560 0.105 4.250
C35 3.017 -0.636 5.291
C36 1.642 -0.688 5.460
C37 0.807 -0.003 4.590
H1 3.936 2.821 -0.704
H2 3.776 1.607 -1.966
H3 3.785 1.132 -0.250
H4 2.904 4.056 -2.780
H5 2.016 6.035 -3.943
H6 -0.414 6.470 -3.977
H7 -1.971 4.794 -3.044
H8 -3.851 0.667 -2.634
H9 -4.615 -0.209 -4.810
H10 -3.296 0.224 -6.851
H11 -1.180 1.499 -6.704
H12 -0.416 2.374 -4.544
H13 -4.173 3.205 -2.826
H14 -5.880 4.576 -1.699
H15 -5.612 5.199 0.673
H16 -3.604 4.458 1.926
H17 -1.858 3.149 0.774
H18 2.364 4.916 -0.604
H19 2.872 6.454 1.225
H20 2.538 5.731 3.573
H21 1.519 3.547 4.034
H22 -2.410 0.714 1.984
H23 -4.518 1.226 3.148
H24 -4.505 2.691 5.145
H25 -2.375 3.693 5.910
H26 -0.299 3.226 4.746
H27 3.147 1.366 2.563
H28 4.635 0.152 4.123
H29 3.669 -1.167 5.971
H30 1.216 -1.264 6.272
H31 -0.267 -0.050 4.717
Br1 -0.086 -1.158 -2.732
O1 -0.586 -1.478 2.228
Cl1 0.522 -2.196 1.765
O2 1.613 -1.369 1.436
O3 0.872 -3.268 2.596
O4 0.130 -2.797 0.392
N1 4.465 -3.714 -2.823
C38 4.419 -2.590 -3.813
C39 3.134 -1.796 -3.542
N2 3.057 -1.324 -2.185
C40 3.231 -2.364 -1.209
C41 4.514 -3.176 -1.428
H32 5.249 -4.338 -3.009
H33 3.592 -4.243 -2.923
H34 4.421 -2.986 -4.828
H35 5.306 -1.974 -3.664
H36 2.261 -2.430 -3.738
H37 3.073 -0.949 -4.225
H38 3.604 -0.496 -2.003
H39 2.370 -3.042 -1.272
H40 3.237 -1.931 -0.213
H41 4.586 -3.995 -0.713
H42 5.395 -2.542 -1.332
C42 1.753 -7.859 1.733
C43 2.376 -6.637 1.520
C44 1.671 -5.584 0.963
C45 0.321 -5.722 0.628
C46 -0.284 -6.964 0.830
C47 0.426 -8.025 1.370
Si2 -0.650 -4.300 -0.110
C48 -2.481 -4.204 0.228
C49 -3.351 -5.095 -0.412
C50 -4.719 -5.014 -0.220
C51 -5.251 -4.037 0.609
C52 -4.404 -3.157 1.265
C53 -3.034 -3.235 1.069
H43 2.296 -8.676 2.189
H44 3.416 -6.515 1.796
H45 2.165 -4.633 0.803
H46 -1.325 -7.097 0.562
H47 -0.053 -8.985 1.508
H48 -0.252 -4.099 -1.507
H49 -2.948 -5.852 -1.074
H50 -5.376 -5.716 -0.715
H51 -6.322 -3.964 0.742
H52 -4.804 -2.411 1.938
H53 -2.395 -2.534 1.581

The molar mass is 1134.2 g mol⁻¹. As for the largest force on an atom: 0.0198 hartree/bohr. For the relative energy (zero: lowest compared OMol25 entry of this formula, charge and spin), the calculation gives 0.746 eV. The HOMO-LUMO gap is 6.2 eV. For the HOMO energy, the calculation gives -8.90 eV. Its lowest unoccupied orbital energy is -2.67 eV. The net charge is +1.

***

Record 3
Molecular formula: C26H33N3O6
Method: DFT, ωB97M-V with the def2-TZVPD basis set

Positions of all 68 atoms, in Å:
C1 4.369 -0.278 -4.056
C2 3.355 -0.471 -5.179
N1 2.315 -1.405 -4.796
C3 1.611 -2.005 -5.914
C4 0.910 -3.297 -5.508
C5 1.429 -0.894 -3.766
C6 1.546 -1.730 -2.480
N2 0.649 -1.260 -1.460
C7 -0.589 -1.766 -1.273
O1 -1.085 -2.671 -1.911
C8 -1.222 -0.980 -0.128
O2 -2.313 -1.198 0.356
C9 -0.240 0.021 0.250
C10 -0.319 0.898 1.279
O3 0.782 1.629 1.590
C11 -1.502 1.105 2.100
C12 -1.504 1.063 3.494
C13 -0.406 0.731 4.442
N3 -2.754 1.330 3.905
C14 -3.572 1.562 2.826
C15 -4.963 1.881 3.092
O4 -5.410 1.967 4.219
O5 -5.698 2.076 1.988
C16 -7.069 2.367 2.207
C17 -2.815 1.425 1.672
C18 -3.272 1.603 0.274
C19 1.006 -0.170 -0.576
C20 2.202 -0.528 0.280
C21 2.100 -1.551 1.207
C22 3.173 -1.895 2.010
C23 4.363 -1.205 1.882
C24 4.488 -0.184 0.955
C25 3.414 0.161 0.141
O6 3.458 1.139 -0.811
C26 4.622 1.923 -0.918
H1 3.909 0.186 -3.188
H2 4.775 -1.242 -3.760
H3 5.183 0.358 -4.399
H4 2.942 0.512 -5.475
H5 3.874 -0.886 -6.047
H6 2.351 -2.239 -6.684
H7 0.876 -1.309 -6.357
H8 0.470 -3.765 -6.386
H9 1.629 -3.983 -5.069
H10 0.119 -3.114 -4.786
H11 1.670 0.150 -3.534
H12 0.385 -0.923 -4.099
H13 2.570 -1.696 -2.103
H14 1.280 -2.766 -2.701
H15 0.582 2.224 2.324
H16 0.440 0.300 3.913
H17 -0.754 0.011 5.180
H18 -0.069 1.620 4.979
H19 -3.099 1.338 4.853
H20 -7.517 2.478 1.223
H21 -7.547 1.554 2.757
H22 -7.176 3.289 2.785
H23 -2.440 1.886 -0.368
H24 -3.670 0.655 -0.090
H25 -4.059 2.349 0.221
H26 1.247 0.732 -1.151
H27 1.161 -2.079 1.297
H28 3.079 -2.694 2.729
H29 5.209 -1.459 2.503
H30 5.430 0.333 0.871
H31 4.842 2.443 0.019
H32 5.487 1.322 -1.217
H33 4.410 2.656 -1.695

The molar mass is 483.6 g mol⁻¹. As for the largest force on an atom: 0.0162 hartree/bohr. For the relative energy (zero: lowest compared OMol25 entry of this formula, charge and spin), the calculation gives 0.654 eV. The HOMO-LUMO gap is 8.4 eV. For the HOMO energy, the calculation gives -8.31 eV. Its lowest unoccupied orbital energy is 0.05 eV. The SMILES is CCN(CC)CCN1C(=O)C(=O)/C(=C(/O)c2c(C)[nH]c(C(=O)OC)c2C)[C@H]1c1ccccc1OC.

***

Record 4
Molecular formula: C3H5N3
Method: DFT, ωB97M-V with the def2-TZVPD basis set

Positions of all 11 atoms, in Å:
C1 0.646 0.540 -0.707
C2 0.753 -0.349 1.406
C3 -0.576 0.196 -1.019
N1 1.219 0.433 0.560
N2 0.562 -1.239 2.103
N3 -1.721 -0.034 -1.428
H1 1.395 1.072 -1.305
H2 1.946 1.088 0.929
H3 -0.008 -1.645 2.826
H4 -1.914 -0.974 -1.792
H5 -2.302 0.913 -1.573

The molar mass is 83.1 g mol⁻¹. As for the largest force on an atom: 0.0966 hartree/bohr. The expectation value of S² is 2.01. For the relative energy (zero: lowest compared OMol25 entry of this formula, charge and spin), the calculation gives 0.000 eV. The HOMO-LUMO gap (alpha / beta) is 7.7 / 9.0 eV. For the HOMO energy (alpha / beta), the calculation gives -17.22 / -22.66 eV. Its lowest unoccupied orbital energy (alpha / beta) is -9.57 / -13.62 eV. Its spin multiplicity is 3. The net charge is +2.